Record 1
Molecular formula: C32H29ClN7OReS
Method: DFT, ωB97M-V/def2-TZVPD

Structure (XYZ):
```
72
Properties=species:S:1:pos:R:3:mulliken_charge:R:1
Re 0.279 0.771 0.267 1.03
Cl -2.430 0.357 -6.314 -0.13
C -1.595 0.701 -4.863 -0.03
C -1.224 2.030 -4.582 -0.52
C -0.551 2.346 -3.427 -0.63
C -0.270 1.337 -2.509 0.97
O 0.373 1.651 -1.373 -0.63
C -0.613 -0.013 -2.786 -0.28
C -0.089 -1.066 -1.991 0.65
N 0.447 -0.897 -0.807 -0.01
C 1.341 -1.889 -0.277 -0.01
C 1.365 -3.230 -0.549 -0.13
C 2.406 -4.017 -0.012 -1.21
C 3.397 -3.465 0.753 -0.87
C 3.377 -2.080 1.052 0.74
C 4.355 -1.400 1.804 -0.47
C 4.235 -0.044 2.019 -1.02
C 3.127 0.633 1.522 -0.05
N 2.178 0.027 0.806 0.11
C 2.316 -1.313 0.548 0.47
C -1.267 -0.312 -3.995 -0.96
H -1.471 2.800 -5.302 0.49
H -0.243 3.359 -3.207 0.55
H 0.000 -2.048 -2.446 0.53
H 0.594 -3.700 -1.143 0.41
H 2.418 -5.077 -0.227 0.47
H 4.201 -4.079 1.138 0.48
H 5.203 -1.945 2.202 0.53
H 4.980 0.504 2.577 0.44
H 3.003 1.694 1.697 0.54
H -1.507 -1.338 -4.245 0.54
N -3.034 -0.208 -0.496 0.33
C -2.881 1.082 -0.202 1.04
C -3.956 1.991 -0.384 -1.17
C -3.817 3.300 -0.043 -0.36
C -2.592 3.764 0.487 -1.04
C -1.596 2.859 0.624 0.12
N -1.702 1.533 0.294 0.28
H -3.881 -0.516 -0.942 0.16
H -2.355 -0.931 -0.248 -0.52
H -4.888 1.610 -0.779 0.48
H -4.645 3.985 -0.174 0.48
H -2.441 4.798 0.758 0.49
H -0.620 3.185 0.983 0.24
C -0.274 0.664 5.147 -0.21
C -0.629 -0.443 4.394 -0.88
C -0.496 -0.399 3.020 0.12
N -0.013 0.690 2.392 -0.04
C 0.349 1.762 3.131 0.09
C 0.226 1.789 4.499 -0.98
H -0.379 0.655 6.224 0.45
H -1.015 -1.340 4.857 0.50
H -0.791 -1.236 2.396 0.17
H 0.768 2.612 2.604 0.48
H 0.528 2.671 5.047 0.48
C -5.501 -5.553 2.582 -1.39
C -4.998 -4.859 1.364 0.75
C -5.650 -4.798 0.163 -0.81
C -5.052 -4.086 -0.887 0.89
N -3.877 -3.462 -0.750 -0.44
C -3.230 -3.544 0.410 0.10
S -1.676 -2.870 0.637 -0.39
N -3.804 -4.223 1.447 0.03
C -5.716 -3.989 -2.219 -1.26
H -6.296 -6.247 2.325 0.38
H -5.902 -4.820 3.286 0.32
H -4.702 -6.104 3.079 0.41
H -6.598 -5.296 0.030 0.42
H -3.263 -4.289 2.300 0.27
H -6.507 -4.725 -2.333 0.40
H -4.977 -4.112 -3.008 0.35
H -6.156 -2.995 -2.330 0.29
```

Computed properties:
Maximum force, eV Å⁻¹: 0.6
Lowest unoccupied orbital energy (alpha / beta), eV: -10.52 / -10.02
Charge: +3
Gap between HOMO and LUMO (alpha / beta), eV: 5.01 / 5.50
Multiplicity: 2
<S²>: 0.7739



Record 2
Molecular formula: C5H7NO4
Method: DFT, ωB97M-V/def2-TZVPD

Structure (XYZ):
```
17
Properties=species:S:1:pos:R:3:nbo_charge:R:1
C -0.153 -0.488 2.542 -0.63
C 0.926 0.456 0.098 0.62
C -1.176 -0.408 0.207 0.59
C 0.103 0.694 -1.523 0.52
C -0.309 -0.168 1.098 -0.14
N 0.193 -0.388 -2.354 -0.88
O 1.176 1.776 0.458 -0.72
O -2.169 -0.766 -0.516 -0.57
O 1.848 -0.370 -0.039 -0.73
O -0.194 1.810 -1.899 -0.63
H 1.068 2.351 -0.321 0.51
H -1.904 -1.457 -1.156 0.53
H 0.735 -1.152 -1.967 0.42
H 0.170 -0.210 -3.351 0.40
H -0.026 0.440 3.103 0.25
H 0.730 -1.115 2.667 0.26
H -1.017 -1.006 2.954 0.22
```

Computed properties:
Maximum force, eV Å⁻¹: 2.5
Lowest unoccupied orbital energy, eV: -0.62
Energy relative to the best compared isomer or geometry (same formula, charge and spin), kcal per mole: 93.9
Gap between HOMO and LUMO, eV: 7.44



Record 3
Molecular formula: C49H46OP2Sn
Method: DFT, ωB97M-V/def2-TZVPD

Structure (XYZ):
```
99
Properties=species:S:1:pos:R:3:mulliken_charge:R:1
Sn -1.300 0.308 1.101 1.43
C -0.400 -0.253 5.451 -1.11
C -1.773 -0.603 4.892 0.48
C -2.833 -0.459 6.007 -1.53
C -2.236 0.271 3.751 0.69
C -3.449 -0.031 3.087 -0.99
C -4.033 0.856 2.191 -0.82
C -3.434 2.063 1.868 1.11
C -4.100 3.068 0.976 -1.55
C -2.180 2.345 2.450 -0.93
C -1.600 1.471 3.391 -0.61
H -0.135 -0.976 6.220 0.52
H -0.413 0.726 5.935 0.46
H 0.400 -0.245 4.710 -0.07
H -1.792 -1.640 4.540 0.22
H -2.877 0.575 6.354 0.40
H -2.559 -1.090 6.850 0.44
H -3.829 -0.756 5.677 0.44
H -3.956 -0.960 3.324 0.68
H -4.989 0.595 1.752 0.50
H -4.281 3.985 1.541 0.42
H -5.058 2.705 0.614 0.43
H -3.478 3.334 0.121 0.31
H -1.692 3.290 2.229 0.65
H -0.666 1.741 3.871 0.62
C 4.678 -0.646 -3.954 -1.56
C 3.789 0.578 -3.608 1.27
C 4.334 1.831 -4.345 -1.62
C 2.370 0.310 -4.057 1.00
C 2.062 0.160 -5.413 -0.67
C 0.768 -0.072 -5.844 -1.63
C -0.274 -0.140 -4.922 -0.14
C -0.011 -0.003 -3.568 -0.57
P -1.414 -0.098 -2.440 0.73
C -2.656 1.060 -2.877 0.80
C -2.346 2.173 -3.686 -0.70
C -3.332 3.068 -4.037 -0.86
C -4.634 2.884 -3.568 -0.59
C -4.944 1.811 -2.726 -0.95
C -3.962 0.917 -2.366 -0.52
C -1.992 -1.768 -2.303 1.03
C -3.174 -2.174 -2.947 -0.32
C -3.534 -3.507 -2.932 -0.86
C -2.734 -4.438 -2.277 -0.66
C -1.561 -4.040 -1.637 -0.70
C -1.186 -2.710 -1.642 -0.01
C 1.319 0.198 -3.162 0.21
O 1.537 0.270 -1.785 -0.34
C 2.731 0.568 -1.275 -0.25
C 2.820 0.644 0.152 0.37
C 4.019 1.040 0.680 -0.51
C 5.131 1.330 -0.147 -1.68
C 5.050 1.188 -1.518 -0.66
C 3.858 0.798 -2.121 0.84
P 1.484 0.172 1.299 0.61
C 1.352 -1.623 1.242 1.10
C 2.148 -2.452 0.459 -0.69
C 1.956 -3.825 0.493 -0.56
C 0.972 -4.377 1.304 -1.03
C 0.165 -3.558 2.084 -0.80
C 0.354 -2.185 2.050 -0.26
C 2.045 0.671 2.931 0.80
C 2.750 -0.211 3.755 -0.28
C 3.172 0.214 5.006 -0.84
C 2.893 1.507 5.436 -0.61
C 2.198 2.388 4.616 -0.74
C 1.769 1.970 3.365 -0.57
H 4.663 -0.812 -5.029 0.45
H 4.322 -1.549 -3.458 0.36
H 5.710 -0.463 -3.659 0.46
H 4.299 1.670 -5.421 0.43
H 5.375 2.012 -4.086 0.45
H 3.750 2.719 -4.107 0.41
H 2.854 0.225 -6.147 0.51
H 0.560 -0.187 -6.899 0.48
H -1.287 -0.300 -5.270 0.57
H -1.338 2.305 -4.060 0.42
H -3.107 3.907 -4.680 0.48
H -5.411 3.581 -3.853 0.48
H -5.959 1.687 -2.374 0.52
H -4.201 0.084 -1.713 0.61
H -3.779 -1.467 -3.497 0.55
H -4.429 -3.829 -3.447 0.48
H -3.018 -5.482 -2.280 0.46
H -0.937 -4.775 -1.150 0.53
H -0.258 -2.417 -1.156 0.23
H 4.148 1.130 1.751 0.65
H 6.057 1.644 0.317 0.47
H 5.926 1.375 -2.122 0.52
H 2.941 -2.042 -0.155 0.60
H 2.594 -4.473 -0.093 0.49
H 0.849 -5.452 1.344 0.49
H -0.583 -3.990 2.735 0.57
H -0.225 -1.566 2.738 -0.05
H 2.977 -1.217 3.426 0.50
H 3.726 -0.460 5.646 0.50
H 3.226 1.832 6.413 0.48
H 2.001 3.398 4.949 0.51
H 1.246 2.669 2.717 0.65
```

Computed properties:
Maximum force, eV Å⁻¹: 0.9
Lowest unoccupied orbital energy (alpha / beta), eV: -13.09 / -13.77
Charge: +4
Gap between HOMO and LUMO (alpha / beta), eV: 5.61 / 4.75



Record 4
Molecular formula: C30H62F3N3O7P3
Method: DFT, ωB97M-V/def2-TZVPD

Structure (XYZ):
```
108
Properties=species:S:1:pos:R:3:mulliken_charge:R:1
C 2.842 3.373 3.517 -0.40
C 1.327 3.427 3.700 -0.44
O 0.715 2.607 2.738 -0.23
C -0.674 2.857 2.533 -1.38
P -1.262 2.283 0.799 2.33
C -2.902 1.490 1.455 -1.22
C -2.750 0.021 1.454 0.14
O -2.504 -0.669 2.432 -0.62
C -2.126 3.975 0.481 -1.88
O -3.125 4.229 1.504 -0.46
C -3.895 5.287 1.340 1.06
F -4.886 5.245 2.214 -0.27
F -3.245 6.457 1.544 -0.32
F -4.444 5.393 0.117 -0.30
O 0.158 2.932 -0.008 -0.68
C 0.480 2.209 -1.168 -0.64
P 1.575 0.703 -0.995 -0.27
C 0.562 -0.677 -0.297 -0.59
C 2.574 1.129 0.463 -0.45
C -0.893 1.991 -1.854 1.04
C -1.278 3.302 -2.594 -1.96
P -0.974 0.721 -3.187 0.13
N -2.354 0.651 -3.953 -0.51
O -1.795 1.696 -0.829 -0.57
H 3.182 4.088 2.762 0.32
H 3.363 3.595 4.456 0.40
H 3.136 2.370 3.195 -0.34
H 0.971 4.465 3.587 0.34
H 1.066 3.096 4.720 0.24
H -0.865 3.934 2.659 0.54
H -1.230 2.304 3.303 0.26
H -0.551 1.063 1.038 -0.10
H -3.124 1.811 2.475 0.46
H -3.719 1.762 0.778 0.42
H -2.845 -0.471 0.465 0.29
H -1.365 4.760 0.539 0.52
H -2.598 3.983 -0.499 0.74
H 1.076 2.846 -1.842 0.57
H 0.766 -0.825 0.767 0.34
H 0.786 -1.603 -0.841 0.45
H -0.500 -0.453 -0.410 -0.19
H 3.274 1.941 0.240 0.50
H 3.162 0.235 0.711 0.30
H 1.961 1.390 1.333 -0.11
H -0.861 3.327 -3.610 0.59
H -0.890 4.161 -2.038 0.42
H -2.364 3.377 -2.677 0.28
H -0.641 -0.493 -2.573 -0.03
H 0.127 1.027 -4.009 0.09
H -2.245 0.835 -4.944 0.19
C 7.740 0.983 3.784 -1.85
C 6.327 0.451 4.133 2.45
C 6.299 -0.229 5.512 -1.41
C 6.837 -1.659 5.558 -0.50
C 6.234 -2.510 4.443 -1.26
C 6.433 -1.886 3.063 1.66
N 5.843 -0.508 3.087 0.47
O 4.561 -0.522 2.973 -0.56
C 7.922 -1.883 2.694 -1.88
C 5.702 -2.692 1.996 -1.96
C 5.371 1.639 4.158 -2.68
H 8.081 0.627 2.815 0.35
H 7.728 2.071 3.722 0.48
H 8.486 0.702 4.529 0.36
H 5.263 -0.242 5.864 0.41
H 6.856 0.404 6.207 0.38
H 7.929 -1.668 5.504 0.28
H 6.579 -2.098 6.524 0.40
H 6.674 -3.511 4.439 0.42
H 5.162 -2.633 4.624 0.37
H 8.077 -1.410 1.723 0.38
H 8.260 -2.918 2.622 0.42
H 8.557 -1.387 3.422 0.39
H 4.648 -2.812 2.232 0.39
H 6.159 -3.680 1.927 0.43
H 5.780 -2.205 1.023 0.44
H 5.280 2.088 3.169 0.66
H 5.775 2.386 4.844 0.42
H 4.376 1.360 4.495 0.55
C -4.614 -2.003 -2.883 -1.83
C -5.596 -1.860 -4.077 2.17
C -6.975 -2.462 -3.764 -1.48
C -7.079 -3.984 -3.874 -0.45
C -6.477 -4.485 -5.185 -1.27
C -5.040 -4.004 -5.384 1.64
N -5.040 -2.508 -5.310 0.55
O -5.437 -1.963 -6.407 -0.65
C -4.119 -4.648 -4.340 -1.88
C -4.521 -4.412 -6.756 -1.88
C -5.754 -0.370 -4.342 -1.91
H -3.679 -2.467 -3.181 0.17
H -4.342 -1.021 -2.502 0.57
H -5.041 -2.586 -2.064 0.28
H -7.707 -2.018 -4.446 0.42
H -7.254 -2.142 -2.758 0.37
H -6.598 -4.469 -3.020 0.28
H -8.132 -4.270 -3.830 0.42
H -6.487 -5.578 -5.224 0.40
H -7.087 -4.129 -6.021 0.36
H -3.097 -4.285 -4.452 0.37
H -4.115 -5.728 -4.503 0.43
H -4.428 -4.477 -3.314 0.40
H -5.172 -4.066 -7.555 0.39
H -4.462 -5.501 -6.801 0.40
H -3.524 -4.005 -6.926 0.44
H -4.800 0.064 -4.640 0.33
H -6.062 0.108 -3.412 0.48
H -6.501 -0.152 -5.104 0.42
```

Computed properties:
Maximum force, eV Å⁻¹: 1.0
Lowest unoccupied orbital energy (alpha / beta), eV: 2.07 / 2.05
Charge: -1
Gap between HOMO and LUMO (alpha / beta), eV: 7.31 / 7.29
Multiplicity: 3
<S²>: 2.0083



Record 5
Molecular formula: C50H68N7NaO3P4
Method: DFT, ωB97M-V/def2-TZVPD

Structure (XYZ):
```
133
Properties=species:S:1:pos:R:3:mulliken_charge:R:1
Na -0.175 -0.148 0.672 1.57
C 0.972 -0.585 6.191 -1.18
N 0.198 -1.051 5.063 0.46
C -1.125 -1.548 5.383 -1.00
P 0.545 -0.469 3.541 0.11
O -0.499 -0.953 2.614 -0.70
O 2.019 -0.976 3.295 -0.79
P 2.736 -1.327 1.796 1.22
O 1.828 -0.462 0.891 -1.20
N 3.854 -2.442 2.758 0.39
C 4.770 -3.196 1.949 -1.35
C 3.583 -3.130 3.988 -1.28
N 4.112 -0.305 1.616 1.10
C 4.272 0.586 0.484 -0.77
C 5.288 -0.252 2.459 -1.38
N 0.717 1.165 3.686 0.52
C -0.514 1.915 3.921 -0.78
C 1.788 1.951 3.091 0.15
H 1.076 -1.386 6.929 0.39
H 0.503 0.278 6.684 0.32
H 1.969 -0.292 5.865 0.18
H -1.048 -2.438 6.017 0.28
H -1.644 -1.809 4.465 0.22
H -1.720 -0.798 5.923 0.32
H 4.968 -2.678 1.008 0.26
H 4.387 -4.204 1.700 0.28
H 5.730 -3.339 2.471 0.32
H 2.860 -2.591 4.596 0.24
H 4.513 -3.230 4.576 0.33
H 3.203 -4.158 3.837 0.26
H 3.381 0.574 -0.128 -0.25
H 5.141 0.290 -0.120 0.31
H 4.440 1.616 0.827 0.37
H 5.091 -0.657 3.445 0.26
H 5.592 0.797 2.562 0.41
H 6.145 -0.794 2.029 0.26
H -1.285 1.264 4.339 0.15
H -0.914 2.336 2.993 0.06
H -0.321 2.726 4.631 0.44
H 2.635 1.316 2.844 -0.17
H 2.107 2.719 3.805 0.41
H 1.446 2.435 2.171 -0.30
C 1.103 1.745 -1.670 -1.68
N -0.365 1.824 -1.537 0.60
P -1.158 0.363 -2.125 1.18
C -0.187 0.411 -3.814 0.11
C -0.043 1.501 -4.677 -0.37
C 0.620 1.386 -5.888 -0.72
C 1.158 0.161 -6.278 -0.66
C 1.021 -0.935 -5.442 -0.52
C 0.355 -0.801 -4.224 -0.14
C -2.626 1.010 -3.028 1.20
C -3.396 0.107 -3.761 -0.65
C -4.467 0.546 -4.528 -0.63
C -4.795 1.894 -4.565 -0.74
C -4.055 2.796 -3.810 -0.66
C -2.987 2.356 -3.041 -0.22
P -0.702 2.586 0.029 0.47
C -0.413 4.348 -0.422 0.09
C -0.364 5.287 0.610 -0.48
C -0.138 6.629 0.348 -0.62
C 0.063 7.060 -0.960 -0.56
C 0.033 6.134 -1.993 -0.76
C -0.201 4.790 -1.725 -0.11
C -2.399 2.517 0.413 0.56
C -3.319 3.558 0.471 -0.41
C -4.540 3.429 1.116 -1.08
C -4.819 2.179 1.752 -0.86
C -4.009 1.098 1.659 -1.38
C -2.733 1.106 0.862 1.47
H 1.423 1.929 -2.696 0.33
H 1.508 0.779 -1.346 0.10
H 1.566 2.505 -1.036 0.68
H -0.467 2.458 -4.387 0.23
H 0.717 2.249 -6.538 0.41
H 1.676 0.068 -7.226 0.34
H 1.435 -1.896 -5.732 0.45
H 0.249 -1.663 -3.572 0.10
H -3.160 -0.951 -3.723 0.33
H -5.057 -0.175 -5.083 0.38
H -5.636 2.237 -5.158 0.30
H -4.324 3.846 -3.800 0.36
H -2.440 3.055 -2.423 0.00
H -0.526 4.953 1.631 0.40
H -0.119 7.343 1.163 0.39
H 0.244 8.108 -1.168 0.34
H 0.191 6.459 -3.015 0.41
H -0.219 4.062 -2.528 0.19
H -3.051 4.518 0.034 0.29
H -5.228 4.262 1.189 0.26
H -5.726 2.092 2.348 0.25
H -4.267 0.178 2.176 0.28
H -1.939 0.773 1.565 -0.82
C -1.855 -2.662 -0.386 -1.09
C -3.220 -2.130 -0.731 0.91
C -4.175 -3.050 -1.159 -0.68
C -5.475 -2.671 -1.451 -1.05
C -5.807 -1.330 -1.319 -0.71
C -4.878 -0.376 -0.920 1.80
C -5.313 1.064 -0.931 -1.76
C -3.544 -0.751 -0.597 -1.09
N -2.563 0.167 -0.280 0.39
H -1.918 -3.704 -0.065 0.70
H -1.393 -2.091 0.419 0.02
H -1.174 -2.614 -1.238 -0.04
H -3.886 -4.096 -1.239 0.38
H -6.211 -3.401 -1.771 0.34
H -6.813 -0.996 -1.566 0.37
H -5.744 1.306 -1.907 0.35
H -4.480 1.739 -0.745 -0.06
H -6.064 1.264 -0.164 0.56
C 4.576 -3.671 -1.633 -1.25
N 3.971 -2.377 -1.400 0.66
C 4.355 -1.452 -2.448 -1.14
C 2.514 -2.476 -1.353 -0.18
C 1.970 -3.318 -0.224 0.31
C 1.376 -4.532 -0.569 0.17
C 0.742 -5.332 0.366 -0.96
C 0.693 -4.906 1.683 -1.17
C 1.313 -3.721 2.047 -0.57
C 1.971 -2.908 1.120 0.79
H 5.665 -3.577 -1.624 0.35
H 4.274 -4.099 -2.608 0.37
H 4.282 -4.370 -0.850 0.33
H 5.439 -1.316 -2.447 0.29
H 3.882 -0.484 -2.284 0.20
H 4.049 -1.809 -3.448 0.38
H 2.140 -2.893 -2.305 0.77
H 2.121 -1.467 -1.252 -1.06
H 1.390 -4.835 -1.611 0.35
H 0.267 -6.258 0.064 0.34
H 0.162 -5.485 2.430 0.34
H 1.254 -3.404 3.080 0.46
```

Computed properties:
Maximum force, eV Å⁻¹: 1.3
Lowest unoccupied orbital energy, eV: 3.51
Energy relative to the best compared isomer or geometry (same formula, charge and spin), kcal per mole: 9.1
Charge: -2
Gap between HOMO and LUMO, eV: 3.78